# 1
{"formula": "C37H33BrFN3O5PdTe", "method": "the ωB97M-V functional and the def2-TZVPD basis", "elements": ["Te", "Pd", "Br", "F", "O", "O", "O", "O", "O", "N", "N", "N", "C", "C", "C", "C", "C", "C", "C", "C", "C", "C", "C", "C", "C", "C", "C", "C", "C", "C", "C", "C", "C", "C", "C", "C", "C", "C", "C", "C", "C", "C", "C", "C", "C", "C", "C", "C", "C", "H", "H", "H", "H", "H", "H", "H", "H", "H", "H", "H", "H", "H", "H", "H", "H", "H", "H", "H", "H", "H", "H", "H", "H", "H", "H", "H", "H", "H", "H", "H", "H", "H"], "positions_angstrom": [[-1.039, 0.405, 2.733], [-0.061, 0.112, 0.204], [-2.752, 0.495, -6.811], [4.674, -2.800, -4.160], [1.963, -0.655, -0.516], [-0.627, -0.648, -2.122], [0.100, -1.695, 1.421], [-1.925, 1.289, -0.873], [1.328, -0.725, 3.000], [-5.162, 3.108, -2.693], [4.155, -3.632, 1.246], [-3.584, 3.759, -1.262], [-3.266, 2.724, 2.084], [5.264, -4.020, -2.241], [5.153, -4.246, -0.885], [5.880, -5.400, -0.269], [0.013, -1.759, -2.745], [-1.683, 3.212, 6.028], [-3.483, 4.831, 6.624], [4.300, -3.427, -0.110], [-1.429, 0.129, -2.899], [3.716, -2.170, -2.125], [-4.689, 4.553, -1.020], [-2.732, 2.877, 3.476], [3.196, -2.995, 1.915], [-3.300, 3.779, 4.350], [-3.067, 1.928, -2.925], [1.200, -1.440, 2.004], [2.396, -2.049, 1.336], [-5.684, 4.092, -1.922], [-3.925, 2.925, -2.300], [-1.597, -0.040, -4.265], [-6.211, 6.135, -0.152], [4.561, -2.982, -2.846], [2.593, -1.621, -0.009], [-1.632, 2.109, 3.899], [-6.971, 4.644, -1.903], [0.118, 1.536, 5.636], [3.565, -2.400, -0.754], [-2.143, 1.143, -2.229], [-7.211, 5.663, -1.008], [5.094, -4.541, 1.920], [5.236, -5.791, 1.053], [4.700, -4.891, 3.348], [-2.812, 3.935, 5.651], [-3.264, 1.708, -4.289], [-4.933, 5.588, -0.139], [-1.076, 2.304, 5.178], [-2.517, 0.752, -4.947], [-1.285, 3.346, 7.023], [3.048, -3.245, 2.951], [5.875, -6.240, -0.963], [4.746, -4.030, 4.011], [-2.499, 3.037, 1.370], [6.058, -4.019, 1.944], [-2.764, 5.508, 7.083], [-1.049, -0.793, -4.807], [0.522, -2.296, -1.944], [0.740, -1.425, -3.491], [-2.653, 3.962, -0.931], [0.551, 0.960, 4.813], [-4.003, 2.298, -4.804], [5.887, -4.660, -2.850], [-0.724, -2.416, -3.213], [-3.519, 1.676, 1.903], [-7.733, 4.265, -2.560], [6.926, -5.122, -0.108], [3.710, -5.338, 3.393], [-4.171, 5.969, 0.526], [-8.192, 6.106, -0.954], [3.150, -1.380, -2.591], [0.874, 2.206, 6.042], [-6.438, 6.947, 0.521], [4.251, -6.227, 0.880], [-4.280, 5.405, 6.160], [-4.150, 4.364, 4.029], [-4.157, 3.331, 1.942], [-3.904, 4.235, 7.435], [5.845, -6.527, 1.573], [-0.160, 0.847, 6.433], [5.406, -5.626, 3.724], [-2.690, 1.728, -0.466]], "forces_ev_per_angstrom": [[0.232, -0.558, 0.111], [-0.719, -1.017, 1.820], [0.057, 0.029, 0.347], [0.074, -0.017, 0.041], [-0.269, 0.328, -0.340], [0.290, 0.016, 0.317], [-0.980, 1.362, -1.253], [0.328, -0.036, 0.452], [-1.119, 1.486, 0.850], [0.673, -1.121, -0.568], [-0.612, 0.280, 0.535], [0.295, 0.023, 0.405], [0.170, -0.010, 0.071], [-0.105, 0.184, 0.110], [-0.094, 0.074, -0.066], [0.058, -0.243, 0.158], [0.158, -0.304, -0.024], [-0.131, -0.248, -0.182], [-0.011, 0.165, 0.119], [-0.006, 0.417, -1.114], [-0.672, 0.706, -0.004], [0.203, -0.244, -0.107], [-0.818, -0.109, -0.435], [0.239, 0.151, -0.709], [0.256, 0.001, 0.122], [0.094, -0.266, 0.175], [0.614, -0.457, -0.006], [1.747, -1.027, -0.710], [-0.557, 0.360, -0.049], [0.290, 0.940, 1.049], [-1.028, 0.237, -0.259], [-0.076, 0.006, 0.130], [0.405, -0.089, 0.107], [-0.357, 0.259, 0.264], [-0.093, -0.330, 0.262], [0.492, 0.054, 0.095], [0.431, -0.137, 0.063], [-0.048, -0.127, 0.064], [0.124, -0.086, 0.043], [-0.118, -0.175, -1.117], [0.008, -0.086, -0.018], [0.446, -0.764, 0.417], [0.205, 0.253, -0.111], [0.004, 0.169, -0.190], [0.115, -0.147, -0.226], [0.263, -0.238, -0.128], [-0.280, 0.302, 0.266], [0.125, -0.198, -0.116], [-0.084, 0.059, -0.065], [0.119, 0.002, 0.135], [0.169, -0.082, 0.078], [0.047, 0.024, -0.005], [-0.032, 0.050, 0.092], [-0.066, 0.038, -0.071], [-0.091, -0.031, -0.042], [0.006, 0.101, 0.004], [0.052, -0.049, -0.017], [-0.043, 0.068, -0.153], [-0.078, -0.007, 0.099], [-0.037, 0.045, -0.266], [0.249, 0.034, 0.153], [-0.054, 0.061, -0.061], [0.035, -0.026, -0.036], [0.022, 0.094, 0.049], [-0.239, -0.018, -0.212], [-0.127, -0.022, -0.148], [0.003, -0.047, 0.023], [-0.128, -0.073, 0.021], [0.079, 0.083, 0.084], [-0.120, 0.076, -0.033], [0.013, 0.063, -0.095], [0.138, -0.059, -0.134], [-0.013, 0.081, 0.057], [-0.066, -0.053, 0.064], [-0.030, 0.061, 0.043], [-0.113, -0.047, -0.046], [-0.054, -0.078, -0.181], [-0.083, -0.016, 0.015], [0.007, -0.009, 0.030], [0.002, -0.057, 0.036], [0.065, 0.003, -0.010], [0.149, -0.037, -0.070]], "mulliken_charge": [0.7465, 0.7454, -0.1690, -0.3227, -1.0079, -0.1638, -0.7443, -0.7007, -0.7202, -0.7176, 0.1476, 0.0292, -1.8948, -0.7212, 1.2063, -1.0745, -1.0361, -0.8077, -1.5054, -0.4179, 0.3980, -1.2456, 0.3732, 1.3634, 0.0215, -1.1038, 1.1234, 0.2572, -0.5567, 0.4708, 0.0872, -0.3230, -0.5920, 0.0090, 1.8431, -0.3084, -0.7460, -1.4499, 0.4965, 0.4146, -0.5497, 0.5614, -0.9148, -2.0113, 0.7428, -1.0534, -0.6831, 1.3015, -0.5763, 0.4910, 0.6196, 0.4859, 0.5168, 0.3942, 0.1970, 0.3907, 0.5480, 0.0892, 0.4407, 0.3471, 0.2405, 0.6064, 0.5561, 0.5708, 0.4347, 0.4821, 0.3607, 0.4226, 0.4985, 0.4132, 0.7732, 0.3960, 0.4039, 0.3279, 0.3623, 0.3746, 0.3330, 0.3579, 0.3905, 0.3593, 0.4148, 0.1798], "e_homo_ev": [-12.194, -12.190], "charge": 2, "orbital_gap_ha": [0.105, 0.104]}

# 2
{"formula": "C18H18F6NO6S4Tc", "method": "the ωB97M-V functional and the def2-TZVPD basis", "elements": ["Tc", "S", "S", "S", "S", "F", "F", "F", "F", "F", "F", "O", "O", "O", "O", "O", "O", "N", "C", "C", "C", "C", "C", "C", "C", "C", "C", "C", "C", "C", "C", "C", "C", "C", "C", "C", "H", "H", "H", "H", "H", "H", "H", "H", "H", "H", "H", "H", "H", "H", "H", "H", "H", "H"], "positions_angstrom": [[0.125, -0.644, -0.856], [-1.418, -2.912, -0.891], [-0.684, -0.402, 2.427], [0.623, 2.685, -1.690], [1.680, -2.911, -0.704], [-1.856, -2.962, -3.462], [2.043, -4.963, -2.236], [3.833, -3.807, -1.814], [-3.441, -3.796, -2.237], [-1.591, -4.899, -2.524], [2.358, -3.053, -3.216], [-1.685, -3.661, 0.271], [0.080, 1.258, -1.216], [2.079, -1.452, -0.758], [-1.819, -1.445, -0.923], [1.789, -3.621, 0.504], [0.162, -0.640, 1.017], [0.151, -2.631, -1.267], [-0.570, 1.375, 2.647], [-0.966, 2.284, 1.475], [2.362, 2.581, -1.574], [3.046, 1.873, -0.581], [4.415, 3.339, -2.538], [0.057, 3.758, -0.345], [-2.337, -0.845, 2.270], [-3.365, -0.039, 1.754], [3.028, 3.297, -2.568], [-3.912, -2.545, 2.909], [0.189, 3.214, 1.070], [-2.604, -2.098, 2.850], [4.426, 1.909, -0.586], [-4.659, -0.504, 1.827], [5.105, 2.651, -1.553], [-2.158, -3.727, -2.444], [2.577, -3.777, -2.144], [-4.930, -1.750, 2.402], [4.983, 1.368, 0.167], [-3.165, 0.931, 1.323], [6.187, 2.681, -1.538], [-0.973, 4.008, -0.611], [-1.159, 1.535, 3.555], [0.220, 4.073, 1.744], [2.520, 1.292, 0.166], [-1.268, 1.684, 0.619], [-1.801, -2.692, 3.269], [-5.956, -2.091, 2.464], [-4.134, -3.499, 3.367], [2.480, 3.815, -3.346], [-5.470, 0.104, 1.452], [-1.836, 2.877, 1.757], [1.153, 2.718, 1.186], [0.660, 4.657, -0.507], [0.477, 1.502, 2.929], [4.950, 3.899, -3.293]], "forces_ev_per_angstrom": [[0.057, -0.090, 0.220], [-0.071, -0.055, 0.027], [0.240, -0.056, -0.171], [-0.074, -0.181, 0.157], [0.070, -0.070, -0.038], [0.008, 0.022, -0.020], [-0.029, -0.026, -0.013], [0.019, -0.014, -0.013], [-0.010, -0.010, -0.008], [0.010, -0.016, -0.020], [-0.004, 0.007, -0.014], [-0.013, 0.007, -0.051], [-0.068, 0.049, -0.277], [-0.070, 0.045, -0.028], [0.171, 0.003, -0.004], [0.042, -0.007, -0.015], [-0.209, 0.066, 0.119], [-0.102, 0.185, 0.054], [-0.012, 0.051, 0.041], [0.054, -0.028, -0.051], [0.042, 0.051, -0.007], [-0.055, 0.018, -0.039], [-0.005, 0.011, -0.011], [0.021, 0.033, -0.017], [-0.060, -0.112, 0.023], [0.035, 0.012, -0.025], [-0.001, -0.008, 0.040], [-0.002, 0.004, -0.014], [0.033, -0.003, -0.021], [0.006, 0.066, -0.014], [0.036, 0.008, -0.009], [-0.023, -0.014, 0.004], [-0.004, -0.014, 0.019], [0.008, 0.026, 0.054], [0.000, 0.040, 0.070], [0.002, 0.015, -0.009], [-0.002, -0.003, 0.001], [-0.008, -0.004, 0.009], [-0.001, -0.002, 0.001], [0.001, -0.008, -0.012], [-0.019, -0.010, -0.011], [0.008, -0.003, 0.007], [-0.017, 0.016, 0.038], [-0.016, 0.017, 0.001], [0.006, -0.003, -0.003], [0.001, -0.003, 0.002], [-0.007, 0.003, 0.003], [-0.003, -0.006, -0.010], [-0.001, -0.002, -0.003], [-0.001, 0.009, 0.006], [0.023, -0.032, -0.003], [-0.005, 0.001, 0.007], [-0.004, 0.016, 0.027], [0.002, -0.001, 0.002]], "mulliken_charge": [1.4867, 1.3918, 0.1149, 0.0473, 1.1409, -0.1655, -0.1430, -0.1192, -0.1281, -0.1408, -0.1708, -0.4587, -0.5113, -0.5898, -0.7408, -0.4693, -0.0001, -0.3523, -0.8752, -0.5307, 1.0030, -0.0253, -0.6335, -0.8669, 0.8784, -0.0239, -0.5877, -0.7365, -1.0581, -0.5636, -1.0201, -0.8602, -0.5296, 0.6472, 0.7154, -0.5082, 0.4674, 0.3724, 0.4445, 0.4683, 0.5537, 0.5134, 0.2996, 0.3491, 0.4899, 0.4758, 0.4764, 0.4712, 0.4717, 0.5448, 0.3501, 0.5617, 0.6291, 0.4441], "e_homo_ev": [-17.956, -17.953], "multiplicity": 4, "charge": 3, "orbital_gap_ha": [0.218, 0.220], "relative_energy_ev": 0.243}